This record from the Open Molecules 2025 dataset describes a molecular structure, H6MgO15S3. The level of theory is ωB97M-V/def2-TZVPD.

Cartesian coordinates (Å):
Mg  0.526  -0.238  0.397
S  1.124  -0.442  -2.996
O  1.154  -0.635  -1.532
O  0.693  0.919  -3.345
O  2.503  -0.593  -3.531
O  0.261  -1.454  -3.629
S  -0.767  0.721  2.994
O  -1.457  0.118  4.155
O  0.018  -0.236  2.173
O  -1.825  1.189  2.133
O  0.103  1.851  3.456
S  -2.426  0.589  -0.817
O  -2.088  1.991  -1.141
O  -1.245  -0.107  -0.281
O  -3.589  0.519  0.113
O  -2.927  -0.096  -2.030
O  0.685  1.694  0.165
H  -0.109  2.075  -0.285
H  1.314  2.410  0.226
O  2.398  -0.774  0.747
H  3.003  -0.688  -0.004
H  2.945  -0.725  1.537
O  0.017  -2.346  0.379
H  0.386  -2.865  1.101
H  -0.695  -2.878  0.016

Charge = -4
Molecular weight = 366.54 Da
ΔE to the lowest compared entry with this formula, charge and spin = 0.407 eV
HOMO-LUMO gap = 0.0890 hartree
2S+1 = 1
Calculated total energy = -68754.91291 eV